# C4H5O

A gas-phase ion, C4H5O (charge +1) (wB97M-V/def2-TZVPD, the Open Molecules 2025 dataset).

Its net charge is +1. The calculation puts the HOMO-LUMO gap at 10.3 eV. Its HOMO energy is -0.5933 Ha. As for the multiplicity: 1. The calculation puts the LUMO energy at -5.86 eV.

Geometry as XYZ:
```
10
Properties=species:S:1:pos:R:3:forces:R:3
C 1.25760 -0.18513 0.22630 -4.4 3.3 0.8
C 0.34459 -0.83131 -0.50061 1.4 -1.1 -1.0
C 0.15755 1.11344 0.89179 4.2 -2.6 -0.4
C -1.03985 -0.24630 -0.45365 -1.1 -0.7 -1.2
O -0.97132 0.91531 0.40267 0.9 1.4 0.9
H 2.32163 -0.26278 0.24909 0.4 0.2 0.5
H 0.74085 -1.71494 -1.16120 -1.5 1.7 1.2
H 0.47773 1.90651 1.68050 -1.3 -1.1 -1.6
H -1.48590 0.12316 -1.45524 0.8 -0.7 1.6
H -1.80289 -0.81795 0.12036 0.5 -0.2 -0.8
```
Forces are in eV/Å.



# C6H14FNO3STb

A molecular structure, C6H14FNO3STb (wB97M-V/def2-TZVPD, the Open Molecules 2025 dataset).

Its net charge is +3. The calculation puts the HOMO-LUMO gap (alpha / beta) at 9.8 / 5.5 eV. Its HOMO energy (alpha / beta) is -0.8001 / -0.7368 Ha. As for the multiplicity: 7. The calculation puts the LUMO energy (alpha / beta) at -11.98 / -14.58 eV.

Geometry as XYZ:
```
27
Properties=species:S:1:pos:R:3:forces:R:3
C -2.12888 0.40274 -0.48865 0.1 0.2 -0.1
C -1.34345 -0.82580 -0.75874 0.0 0.1 0.1
C -0.56257 -0.58112 -2.46132 -0.2 0.0 0.0
C -0.28408 -1.38675 0.14468 -0.2 -0.1 0.2
C -1.11202 -1.83669 1.40442 0.2 -0.2 0.0
C 1.02435 -0.70570 0.50106 -0.5 0.3 -0.4
O 0.94298 0.49402 1.41326 -2.7 0.3 -2.8
N 0.89897 1.78457 0.71408 0.3 -0.8 0.0
S 2.41623 2.44380 0.14255 -1.7 0.5 -2.4
O 2.20416 2.86054 -1.16601 0.0 0.4 0.1
O 3.47364 1.55176 0.48131 0.8 -0.9 -0.2
F 2.51594 3.55800 1.15170 0.1 1.3 0.5
H -3.19402 0.17581 -0.56984 -0.1 -0.1 0.2
H -2.01973 1.19732 -1.23295 0.2 0.0 -0.2
H -1.88104 0.86984 0.46081 0.0 -0.1 0.1
H -1.95247 -1.65072 -1.13542 0.0 -0.1 -0.2
H -0.03117 0.34423 -2.28380 0.1 0.1 -0.1
H 0.01231 -1.49188 -2.56045 0.0 -0.1 -0.1
H -1.46643 -0.50451 -3.05182 0.0 0.0 -0.2
H 0.09878 -2.28275 -0.35417 0.0 -0.2 0.1
H -1.37662 -2.88382 1.30432 -0.1 -0.1 0.0
H -2.02232 -1.26565 1.55255 -0.1 0.1 0.0
H -0.50476 -1.71264 2.30032 0.0 -0.1 0.1
H 1.61496 -0.40845 -0.36405 0.0 0.1 -0.1
H 1.61447 -1.41172 1.09379 -0.1 -0.1 0.0
H 0.39554 2.44259 1.31747 -0.2 -0.1 -0.1
Tb 2.66725 0.82301 2.44489 4.1 -0.6 5.3
```
Forces are in eV/Å.



# C3H4O2Pd

A molecular structure, C3H4O2Pd (wB97M-V/def2-TZVPD, the Open Molecules 2025 dataset).

The calculation puts the HOMO-LUMO gap (alpha / beta) at 6.7 / 6.6 eV. Its HOMO energy (alpha / beta) is -0.2522 / -0.3024 Ha. As for the multiplicity: 3. The calculation puts the LUMO energy (alpha / beta) at -0.16 / -1.67 eV.

Geometry as XYZ:
```
10
Properties=species:S:1:pos:R:3:forces:R:3
C 1.10631 0.41216 -0.72589 2.9 3.8 -2.9
C 0.20829 1.43139 -0.80913 0.7 1.5 2.3
O -1.20393 0.02815 0.44635 -2.4 -1.5 0.1
C -1.67788 -1.14405 0.48492 -0.1 1.1 0.1
O -0.66417 -1.94680 1.00282 -0.6 -1.1 0.5
H 2.08422 0.71094 -1.13497 -0.1 -1.1 -1.3
H -0.10851 1.90058 -1.75044 -0.2 0.5 0.7
H -0.95597 -2.85194 1.14810 -0.2 -0.1 -0.1
Pd 0.84214 -0.34668 0.80427 1.3 -2.7 4.7
H 0.36949 1.80623 0.53398 -1.3 -0.4 -4.1
```
Forces are in eV/Å.



# C4H5F3O

2 unconnected molecules or ions with the total composition C4H5F3O (wB97M-V/def2-TZVPD, the Open Molecules 2025 dataset).

The calculation puts the HOMO-LUMO gap (alpha / beta) at 7.4 / 7.4 eV. Its HOMO energy (alpha / beta) is -0.3550 / -0.3549 Ha. As for the multiplicity: 1. The calculation puts the LUMO energy (alpha / beta) at -2.27 / -2.27 eV.

Geometry as XYZ:
```
13
Properties=species:S:1:pos:R:3:forces:R:3
C -0.67088 -0.33887 0.13850 -0.8 -0.6 1.6
C -1.83089 0.51006 0.02383 0.3 1.4 -2.7
C 1.63470 0.61462 -0.10829 -1.6 0.7 -3.7
C 0.74328 -0.68378 0.03496 1.4 0.3 1.2
O -1.33825 0.19854 1.23905 1.2 -1.8 0.0
F -1.44051 -2.86726 -0.02346 0.6 2.3 0.1
F -2.96362 0.07462 -0.44088 -0.2 0.2 0.6
F -1.67161 1.84594 -0.25796 -0.4 -1.4 0.1
H 2.02961 1.02508 0.74733 1.1 0.3 2.1
H 1.10795 1.47714 -0.57809 -0.3 -0.6 0.4
H 2.35019 0.46130 -0.94542 0.1 -0.3 1.2
H 1.02657 -1.11226 1.09052 -0.5 -0.1 -2.5
H 1.02345 -1.20514 -0.92009 -1.0 -0.4 1.6
```
Forces are in eV/Å.